# 1
88
Properties=species:S:1:pos:R:3:forces:R:3:lowdin_spin:R:1 method="wB97M-V/def2-TZVPD" homo_ha="-0.2651 / -0.2609" homo_lumo_gap_ev="5.18 / 5.17" multiplicity=2 s_squared=0.78 e_tot_ev=-148398.5366
Ru 0.250 -1.254 -1.040 -3.6390 2.1448 1.5976 0.79
C -0.374 -3.401 1.103 -0.1263 -0.8142 -0.0903 0.00
N -0.202 -1.957 1.271 0.6973 0.1120 -1.7392 0.00
C 0.880 -1.706 2.217 0.4452 0.1889 0.2743 0.00
C -1.465 -1.359 1.635 -0.7163 0.7233 -0.3753 0.00
C -2.050 -1.657 2.854 -0.0331 -0.0772 0.0192 0.00
C -3.320 -1.211 3.179 0.0753 -0.1238 0.0491 0.00
C -4.065 -0.540 2.223 0.0306 0.0750 0.0852 0.00
C -3.495 -0.204 1.016 0.3214 -0.0445 -0.1614 0.00
C -2.149 -0.516 0.717 -0.4489 -0.5536 1.4002 0.00
N -1.521 -0.099 -0.411 2.8822 -2.4338 -1.2702 0.05
C -1.848 1.009 -1.111 -0.0568 0.9518 -0.8986 0.00
C -2.630 2.068 -0.597 0.3063 -0.2674 0.0151 0.01
C -3.086 3.085 -1.403 -0.0219 0.0164 -0.1152 0.00
C -2.749 3.117 -2.747 0.0978 0.0653 -0.0484 0.01
C -1.846 2.185 -3.233 -0.0965 0.0752 -0.1549 0.00
C -1.361 1.161 -2.440 -0.5310 0.0087 0.7463 0.01
N -0.326 0.286 -2.921 0.6303 -0.9391 0.9442 0.00
C 0.977 0.947 -2.769 0.5733 0.2910 -0.0301 0.00
C -0.497 -0.153 -4.304 -0.0454 -0.3107 -0.3780 0.00
H -0.555 -3.899 2.064 0.0266 0.1051 0.0319 0.00
H 0.527 -3.829 0.656 -0.0568 0.0761 0.0312 0.00
H -1.222 -3.595 0.448 0.1992 0.0189 0.0578 0.00
H 0.647 -2.091 3.219 -0.1208 -0.0075 -0.1179 0.00
H 1.086 -0.640 2.271 -0.0341 -0.0845 -0.0046 0.00
H 1.780 -2.211 1.866 -0.1341 0.0343 0.0309 0.00
H -1.513 -2.263 3.570 0.0858 -0.0620 0.0430 0.00
H -3.730 -1.422 4.153 -0.0939 -0.1091 0.0942 0.00
H -5.094 -0.273 2.425 -0.0255 0.0203 -0.0209 0.00
H -4.095 0.279 0.261 0.0079 0.0622 -0.0208 0.00
H -2.852 2.081 0.457 -0.1220 -0.0453 0.0745 0.00
H -3.704 3.864 -0.983 -0.0830 0.0510 0.0577 0.00
H -3.143 3.882 -3.399 0.0324 0.0767 -0.0336 0.00
H -1.513 2.271 -4.255 0.0579 -0.0374 -0.1457 0.00
H 1.033 1.863 -3.376 -0.0908 -0.0738 0.0360 0.00
H 1.768 0.264 -3.092 -0.0472 0.0797 0.0606 0.00
H 1.128 1.211 -1.717 0.0437 0.0107 -0.1408 0.00
H -0.201 0.623 -5.023 -0.0107 -0.0137 0.1673 0.00
H -1.534 -0.427 -4.488 0.1101 -0.0189 0.0422 0.00
H 0.133 -1.027 -4.471 -0.0498 0.0842 -0.0086 0.00
Cl -4.366 -4.233 -3.124 -0.0298 0.0984 0.0052 0.00
C -3.184 -3.233 -2.288 0.3431 -0.3569 -0.0291 0.00
Cl -3.562 -3.212 -0.553 -0.0952 -0.1271 -0.0243 0.00
Cl -3.258 -1.572 -2.892 -0.2167 0.2033 -0.0863 0.00
C -1.688 -3.775 -2.518 -1.4477 -0.1003 -0.3305 0.00
O -1.572 -4.735 -3.246 0.0844 -0.3719 -0.2098 0.00
O -0.823 -3.136 -1.900 1.8032 1.5511 1.3050 0.03
C 3.235 3.810 1.920 -0.0445 0.1261 -0.0875 0.00
N 2.720 2.596 1.336 -0.6356 -0.2880 0.2400 0.00
C 3.733 1.709 0.815 -0.0198 -0.2078 -0.1318 0.00
P 1.142 2.090 1.505 0.1167 1.0038 1.0701 0.00
O 0.811 1.048 0.522 0.1246 -0.6177 -0.6868 0.00
N 0.898 1.583 3.092 0.1253 0.5959 -0.8898 0.00
C -0.453 1.273 3.497 -0.1899 -0.0529 0.0236 0.00
C 1.836 1.707 4.177 0.1703 -0.0264 -0.0384 0.00
N 0.142 3.426 1.305 0.6402 -0.6238 0.2318 0.00
C 0.111 4.004 -0.020 -0.0386 0.0152 -0.2485 0.00
C -0.221 4.354 2.347 -0.1366 -0.0273 0.1322 0.00
H 3.986 3.595 2.690 -0.0356 0.0284 0.0129 0.00
H 2.427 4.379 2.371 0.0078 0.1507 0.0534 0.00
H 3.709 4.416 1.141 -0.0039 0.0652 0.1167 0.00
H 4.432 1.392 1.596 0.0367 -0.0107 0.0168 0.00
H 4.297 2.210 0.024 0.0494 -0.0084 -0.0145 0.00
H 3.248 0.831 0.399 0.1870 0.0636 0.0113 0.00
H -1.079 1.231 2.609 -0.2235 -0.0940 0.0739 0.00
H -0.855 2.026 4.184 -0.0211 0.0645 0.0123 0.00
H -0.489 0.305 4.003 -0.0178 0.0118 -0.0569 0.00
H 2.840 1.821 3.784 0.1489 0.0277 0.0438 0.00
H 1.807 0.798 4.784 0.0363 0.0180 0.0146 0.00
H 1.607 2.558 4.829 0.0013 0.0320 0.0400 0.00
H 0.349 3.231 -0.745 -0.0639 0.0239 -0.1901 0.00
H 0.831 4.824 -0.120 0.0232 0.0266 0.0047 0.00
H -0.888 4.386 -0.237 0.0246 -0.0139 -0.0431 0.00
H 0.045 3.953 3.320 -0.0090 0.0165 0.1370 0.00
H -1.302 4.527 2.326 0.0146 0.0549 0.0530 0.00
H 0.275 5.323 2.220 0.0419 -0.0037 0.0084 0.00
C 1.302 -4.259 -4.298 0.0668 0.1240 0.3837 0.00
S 1.908 -2.854 -3.329 0.2926 0.0675 -0.2119 0.02
C 2.688 -3.667 -1.994 0.2856 0.3115 0.6433 0.03
C 3.011 -2.991 -0.852 0.1742 -1.3235 -0.7584 0.00
S 2.693 -1.333 -0.587 -1.3991 0.2515 -0.3403 0.04
S 3.920 -3.915 0.340 -0.1668 -0.1476 -0.4650 0.00
C 4.047 -5.391 -0.579 -0.0336 0.1253 0.0010 0.00
S 4.845 -6.718 -0.068 0.0200 -0.0831 0.0604 0.00
S 3.230 -5.323 -2.121 0.0179 0.2577 0.4462 0.01
H 0.914 -3.833 -5.219 -0.0030 -0.0488 -0.0803 0.00
H 0.500 -4.756 -3.756 -0.0135 -0.0244 -0.1038 0.00
H 2.132 -4.928 -4.508 -0.0306 -0.0114 -0.2181 0.00


# 2
89
Properties=species:S:1:pos:R:3:forces:R:3:mulliken_charge:R:1 method="wB97M-V/def2-TZVPD" homo_ha=-0.4809 total_charge=+2 homo_lumo_gap_ev=8.00 e_tot_ev=-101136.2350 relative_energy_kj_mol=155.2
Ir 0.183 -0.401 0.159 0.2202 0.5078 0.0727 4.37
C 0.455 7.035 0.288 0.0112 0.0007 -0.0171 -1.49
C 0.588 5.607 0.723 0.0150 -0.0074 -0.0153 0.91
C 1.308 5.270 1.867 -0.0012 0.0223 -0.0070 -0.96
C 1.399 3.958 2.290 0.1770 -0.0466 -0.0787 -0.74
C 0.780 2.962 1.538 -0.1139 0.0372 0.0474 0.10
C 0.049 3.271 0.389 -0.0499 0.0404 0.0516 -0.52
C -0.035 4.589 -0.005 -0.0092 0.0023 0.0122 -1.33
S 0.795 1.342 2.179 0.5167 -0.2800 -0.2907 1.71
O 1.138 1.429 3.572 -0.2217 -0.2293 0.1948 -0.84
O -0.514 0.695 1.835 -0.1322 0.2724 -0.1251 -0.44
N 1.747 0.220 1.424 0.0691 -0.3454 0.3862 -1.00
C 2.866 0.816 0.675 -0.1795 0.0870 -0.0188 -0.78
C 2.312 1.438 -0.604 0.0511 -0.2285 -0.2680 0.64
O 2.886 2.274 -1.246 -0.0339 -0.1175 0.1170 -0.66
O 1.124 0.952 -0.961 -0.0802 0.5604 0.4033 -0.83
H 1.182 7.675 0.784 0.0013 -0.0065 0.0022 0.39
H -0.542 7.409 0.529 0.0030 0.0030 -0.0018 0.30
H 0.587 7.128 -0.790 0.0015 -0.0021 0.0051 0.38
H 1.799 6.047 2.439 -0.0124 -0.0039 0.0030 0.40
H 1.945 3.705 3.188 -0.0299 0.0070 0.0104 0.54
H -0.439 2.500 -0.188 -0.0500 0.0011 0.0531 0.59
H -0.596 4.839 -0.897 0.0097 0.0001 0.0050 0.51
H 3.586 0.036 0.433 -0.0069 -0.0047 -0.0484 0.46
H 3.378 1.588 1.252 0.0657 -0.0422 -0.0064 0.47
N -2.441 -3.905 1.701 -0.0518 -0.0003 0.0526 -0.03
C -1.714 -3.694 3.001 -0.0167 -0.0006 -0.0037 -0.77
P -0.247 -2.625 2.636 -0.1433 0.0094 -0.2340 1.02
O 1.022 -3.391 2.637 -0.0017 -0.0567 -0.3475 -1.02
O -0.788 -1.907 1.395 0.3026 -0.1864 -0.0317 -0.74
C -0.049 -1.512 4.083 -0.0958 0.1424 -0.0752 -0.88
N 1.427 -1.351 4.259 0.0050 0.2953 -0.2014 -0.04
H -2.172 -3.106 1.093 -0.0065 0.0853 -0.0032 0.12
H -3.456 -3.900 1.811 -0.0751 0.0341 0.0596 0.05
H -2.165 -4.777 1.249 0.0166 0.0152 -0.0041 0.44
H -1.405 -4.652 3.414 -0.0265 -0.0167 -0.0196 0.51
H -2.402 -3.208 3.692 0.0114 0.0240 -0.0334 0.24
H -0.476 -1.952 4.983 0.0992 -0.0497 0.0256 0.68
H -0.482 -0.530 3.921 -0.0350 0.0390 0.0165 0.22
H 1.812 -0.876 3.416 0.0033 0.0085 0.1277 0.07
H 1.875 -2.269 4.321 -0.0033 -0.0429 -0.0411 0.44
H 1.648 -0.766 5.065 0.0258 0.0402 0.0159 0.43
C -6.282 -3.297 2.344 -0.0362 0.0272 -0.0217 -1.28
C -5.601 -2.029 1.899 0.0255 0.0112 0.0016 0.60
C -5.944 -1.410 0.700 -0.0087 -0.0442 -0.0339 -0.86
C -5.340 -0.223 0.307 0.0066 0.0343 0.0019 -0.69
C -4.373 0.349 1.115 0.1170 -0.0993 -0.0794 -0.01
C -3.983 -0.264 2.296 -0.0193 0.0354 0.0003 -0.61
C -4.616 -1.433 2.691 0.0279 -0.0766 0.0659 -0.54
S -3.576 1.875 0.619 0.0726 0.3076 0.1450 1.10
C -4.570 2.967 1.643 -0.0117 0.0121 0.0266 -1.24
O -4.001 2.170 -0.784 -0.0243 -0.1607 -0.1470 -0.89
H -7.171 -3.500 1.750 0.0088 0.0117 -0.0152 0.40
H -6.587 -3.237 3.389 0.0460 -0.0227 -0.0028 0.36
H -5.631 -4.172 2.239 -0.0247 -0.0341 0.0548 0.25
H -6.718 -1.846 0.080 0.0095 0.0076 0.0025 0.43
H -5.623 0.278 -0.612 0.0008 -0.0023 0.0013 0.60
H -3.213 0.187 2.913 -0.0080 -0.0036 -0.0039 0.38
H -4.380 -1.863 3.660 -0.0162 -0.0224 -0.0076 0.65
H -5.627 2.795 1.448 0.0122 0.0087 -0.0290 0.42
H -4.291 3.983 1.368 0.0088 -0.0145 0.0086 0.45
H -4.331 2.788 2.691 -0.0176 -0.0106 -0.0089 0.40
C -3.914 -0.512 -3.536 -0.0433 0.0005 -0.0012 -1.29
N -3.098 0.088 -2.498 -0.0813 0.1524 0.1065 0.47
C -2.278 -0.591 -1.714 0.1001 0.0486 0.3154 -1.02
N -2.209 -1.937 -1.843 -0.1527 -0.1567 0.1657 -0.12
O -1.608 0.022 -0.820 -0.4821 -0.6904 -0.4968 -0.71
H -4.436 0.282 -4.060 -0.0050 -0.0041 0.0067 0.39
H -4.658 -1.201 -3.127 0.0146 0.0023 -0.0056 0.32
H -3.290 -1.034 -4.265 0.0042 0.0190 0.0027 0.40
H -3.305 1.033 -2.167 0.0263 -0.0142 0.0011 0.42
H -2.616 -2.390 -2.643 0.0381 0.0109 -0.0398 0.27
H -1.432 -2.391 -1.396 0.1112 0.0258 -0.1065 0.02
N 1.479 -3.515 -0.399 0.1525 -0.1648 0.4170 -0.27
C 1.173 -2.803 -1.492 0.0959 0.1760 -0.0316 0.45
N 0.749 -1.556 -1.502 0.0429 -0.0817 -0.1645 0.11
C 0.523 -1.132 -2.856 0.0401 0.0325 -0.0249 -0.03
C 0.108 0.113 -3.326 -0.0685 0.0235 -0.0184 -0.56
C -0.081 0.290 -4.686 -0.0098 0.0259 0.0087 -1.05
C 0.133 -0.736 -5.603 0.0129 -0.0295 0.0096 -0.70
C 0.556 -1.973 -5.158 -0.0238 0.0203 -0.0249 -0.57
C 0.741 -2.142 -3.793 0.0410 0.0287 -0.0425 0.86
S 1.281 -3.599 -3.022 0.0076 -0.0167 0.0400 -0.30
H 1.664 -3.051 0.478 -0.1462 0.1299 0.1338 0.02
H 2.015 -4.357 -0.538 -0.0532 -0.0286 0.0254 0.31
H -0.044 0.940 -2.656 -0.0241 -0.0405 -0.0398 0.40
H -0.386 1.266 -5.040 -0.0082 -0.0119 -0.0002 0.47
H -0.015 -0.563 -6.660 0.0089 0.0006 0.0065 0.45
H 0.745 -2.785 -5.847 0.0045 0.0099 0.0088 0.46


# 3
81
Properties=species:S:1:pos:R:3:forces:R:3:mulliken_charge:R:1 method="wB97M-V/def2-TZVPD" homo_ha=-0.0252 total_charge=-2 homo_lumo_gap_ev=5.01 e_tot_ev=-119405.7958 relative_energy_kj_mol=179.6
Sr 0.634 -0.053 0.145 -4.3421 2.5101 1.4735 1.37
O -0.739 -0.784 -4.196 -0.0422 0.0347 -0.0126 -0.85
C -0.798 -0.690 -2.960 -0.1533 -0.0881 0.0697 -0.02
O -0.639 0.319 -2.223 0.4166 -0.3316 -0.0026 -0.43
C -1.013 -2.028 -2.208 -0.0254 0.0904 -0.1244 0.30
C -1.428 -3.211 -2.814 0.0318 0.0934 -0.0091 -0.87
C -1.427 -4.370 -2.053 0.0112 -0.0311 0.0624 -0.37
C -0.942 -4.345 -0.747 0.0008 -0.0312 -0.0434 -0.84
C -0.536 -3.128 -0.223 -0.1526 -0.0464 0.1645 0.16
N -0.654 -2.011 -0.939 0.4231 -0.1404 0.6938 1.33
C 0.140 -2.997 1.177 -0.3539 0.0452 -0.1818 0.00
O 0.626 -4.018 1.668 -0.0327 -0.1501 -0.1759 -0.84
O 0.155 -1.823 1.656 0.2877 -0.4332 -0.1250 -0.55
H -1.717 -3.188 -3.855 -0.0043 -0.0265 0.0027 0.53
H -1.770 -5.303 -2.485 0.0069 -0.0023 0.0003 0.39
H -0.860 -5.234 -0.137 0.0285 -0.0136 -0.0289 0.52
C 2.948 -1.406 0.235 0.5169 0.8105 -0.6031 -0.34
N 2.083 -1.417 -1.017 1.4791 0.2494 0.1413 -0.19
C 2.398 -2.596 -1.814 0.2562 0.2802 -0.0015 -0.94
N 3.819 -2.595 -2.182 -0.0697 0.0661 -0.0626 -0.04
C 4.615 -2.564 -0.955 0.1207 -0.1286 0.1326 -0.75
N 4.363 -1.385 -0.119 -0.0573 -0.0657 -0.4336 0.03
C 4.631 -0.189 -0.940 -0.1194 0.1152 0.0878 -0.61
N 3.819 -0.136 -2.170 0.0764 -0.5175 0.0534 0.03
C 2.411 -0.153 -1.793 0.6999 -0.0505 0.2493 -0.84
C 4.090 -1.362 -2.931 0.0172 0.0554 -0.1823 -0.73
H 2.730 -2.266 0.867 -0.1888 -0.0285 -0.0948 -0.19
H 2.760 -0.447 0.809 0.5409 -1.0610 -0.3004 0.83
H 1.790 -2.579 -2.720 -0.0445 -0.0380 0.0217 0.24
H 2.165 -3.488 -1.229 -0.0220 -0.0068 -0.0084 0.30
H 5.673 -2.574 -1.229 0.0101 -0.0012 0.0133 0.33
H 4.392 -3.460 -0.371 0.0203 -0.0107 -0.0077 0.40
H 5.687 -0.187 -1.217 0.0016 -0.0589 -0.0407 0.41
H 4.430 0.705 -0.352 0.0278 0.0019 0.0127 -0.15
H 1.736 -0.065 -2.656 0.2672 -0.1436 0.1775 -0.39
H 2.267 0.753 -1.134 0.4641 -0.6222 -0.8692 1.49
H 5.144 -1.362 -3.222 0.0041 0.0118 -0.0100 0.34
H 3.472 -1.358 -3.831 0.0140 -0.0082 -0.0109 0.39
C -3.404 2.554 0.026 0.0282 0.1384 -0.0004 -1.76
Si -2.367 1.414 1.193 0.2884 -0.3133 0.0137 0.19
C -3.686 -0.058 1.436 0.0032 0.1003 0.1228 2.54
C -5.106 0.327 1.855 -0.0761 0.0313 -0.0293 -1.92
C -3.167 -1.092 2.437 0.0250 -0.0694 0.0241 -1.95
C -3.781 -0.732 0.065 -0.0630 -0.0302 -0.0542 -2.33
C -2.249 2.482 2.853 -0.1009 0.0072 -0.0037 2.50
C -1.357 3.680 2.509 -0.0090 -0.0036 0.0007 -2.29
C -1.538 1.686 3.948 0.0329 -0.0301 0.0444 -1.89
C -3.562 3.015 3.424 -0.0620 0.0860 -0.0083 -1.92
H -4.435 2.743 0.353 0.0156 0.0154 0.0281 0.37
H -3.444 2.100 -0.968 0.0071 -0.0011 0.0009 0.34
H -2.912 3.523 -0.097 -0.0002 -0.0034 -0.0102 0.44
H -5.144 0.741 2.863 0.0113 -0.0319 0.0014 0.32
H -5.764 -0.558 1.847 0.0187 -0.0115 -0.0226 0.49
H -5.549 1.063 1.179 0.0156 0.0014 -0.0032 0.33
H -3.221 -0.723 3.465 -0.0182 0.0123 -0.0137 0.30
H -2.128 -1.367 2.245 -0.0057 0.0175 -0.0301 0.24
H -3.775 -2.011 2.391 -0.0080 0.0087 0.0006 0.50
H -4.257 -0.081 -0.674 -0.0077 0.0085 0.0156 0.35
H -4.378 -1.656 0.131 -0.0092 0.0092 0.0033 0.50
H -2.798 -0.994 -0.326 0.0244 0.0033 0.0302 0.47
H -0.380 3.363 2.135 -0.0242 -0.0285 0.0207 0.29
H -1.183 4.301 3.401 0.0075 0.0052 -0.0021 0.55
H -1.806 4.319 1.743 -0.0145 0.0041 0.0118 0.28
H -0.608 1.241 3.582 0.0051 0.0251 -0.0166 0.22
H -2.156 0.871 4.333 -0.0131 0.0119 -0.0143 0.37
H -1.285 2.338 4.799 0.0039 0.0098 -0.0072 0.49
H -4.132 3.577 2.677 0.0101 -0.0153 -0.0137 0.35
H -3.377 3.693 4.274 0.0283 0.0114 -0.0167 0.48
H -4.204 2.213 3.792 0.0285 -0.0009 0.0134 0.34
Se 3.178 2.365 1.126 -0.2060 -0.1650 -0.0667 -0.38
C 2.544 4.037 1.796 -0.0661 -0.0556 0.0030 0.12
C 1.714 4.868 1.039 0.0118 -0.0441 -0.1006 -0.28
C 1.259 6.080 1.536 0.0195 0.0482 0.0136 -0.38
C 1.621 6.504 2.808 0.0102 -0.0306 -0.0144 -0.46
C 2.447 5.689 3.573 -0.0141 0.0342 0.0075 -0.46
C 2.903 4.479 3.072 0.0467 -0.0729 0.0099 -0.46
H 1.418 4.544 0.049 -0.0261 -0.0030 0.0131 0.33
H 0.605 6.692 0.925 -0.0073 -0.0059 0.0014 0.35
H 1.257 7.446 3.200 -0.0108 -0.0068 0.0076 0.33
H 2.730 5.992 4.575 0.0142 0.0102 -0.0068 0.33
H 3.547 3.849 3.674 -0.0287 -0.0047 0.0195 0.33